Entry 1:
73
Properties=species:S:1:pos:R:3:forces:R:3:lowdin_spin:R:1 method="wB97M-V/def2-TZVPD" gap_ha="0.2322 / 0.2594" spin_multiplicity=2 total_charge=+1 de_lowest_ev=0.4736 lumo_energy_ev="-3.43 / -3.07"
Ru 0.8792 -0.1442 -0.3658 1.0 1.6 -0.1 0.746
C 2.4682 0.2616 -2.2524 0.1 -0.3 -0.1 0.099
C 2.7616 1.4028 -1.4769 -0.6 0.1 0.1 -0.003
C 3.2674 0.9908 -0.2320 0.3 0.2 0.2 0.139
C 3.2692 -0.4115 -0.2159 -0.4 -0.5 0.3 0.004
C 2.7660 -0.8717 -1.4710 0.0 -0.4 -0.1 0.005
H 2.1419 0.2573 -3.2781 -0.1 0.0 0.0 0.005
H 2.6786 2.4260 -1.8126 -0.1 0.0 0.0 -0.002
H 3.6389 1.6400 0.5456 -0.1 0.0 0.0 0.006
H 3.6689 -1.0407 0.5646 0.0 0.0 0.0 -0.001
H 2.7582 -1.8977 -1.7997 0.0 0.0 0.0 0.000
C 0.3067 3.9287 -1.5040 0.2 -0.1 0.0 0.000
Sb -0.5712 2.1586 -0.7220 -0.5 -0.5 0.3 -0.012
C -2.2464 2.0615 -2.0261 0.1 0.0 -0.1 -0.004
C -1.6485 3.0749 0.8995 0.2 -0.1 -0.1 -0.003
C -0.7841 3.7995 1.8870 -0.1 0.1 0.0 0.000
C -0.5744 5.1692 1.7203 0.0 0.0 0.0 0.000
C 0.1645 5.9089 2.6292 0.0 0.0 0.0 0.000
C 0.7023 5.2793 3.7420 0.0 0.0 0.0 0.000
C 0.5063 3.9184 3.9147 0.0 0.0 0.0 0.000
C -0.2267 3.1612 2.9995 0.0 0.0 0.2 0.000
C -0.4007 1.6923 3.2478 0.2 0.1 -0.3 -0.004
Sb 1.1272 0.5091 2.2841 -0.7 -0.5 -0.3 0.001
C 2.8081 1.4633 3.1709 0.0 0.0 -0.3 0.001
C 0.9665 -1.1011 3.6511 0.3 0.1 0.0 -0.001
H -0.4868 4.6663 -1.6170 0.0 0.0 0.0 0.000
H 0.7474 3.7161 -2.4765 0.0 0.0 0.0 0.000
H 1.0704 4.3069 -0.8266 0.0 0.0 0.0 0.000
H -2.6676 3.0622 -2.1205 0.0 0.0 0.0 0.000
H -2.9870 1.3791 -1.6144 0.0 0.0 0.0 0.000
H -1.9372 1.6947 -3.0018 -0.1 0.0 0.0 0.000
H -2.2494 2.2869 1.3517 0.0 0.0 0.0 0.000
H -2.3226 3.7714 0.3992 0.0 0.0 0.0 0.000
H -1.0268 5.6667 0.8683 0.0 0.0 0.0 0.000
H 0.3069 6.9710 2.4777 0.0 0.0 0.0 0.000
H 1.2585 5.8450 4.4783 0.0 0.0 0.0 0.000
H 0.9064 3.4288 4.7964 0.0 0.0 0.0 0.000
H -1.3620 1.3045 2.9157 0.0 0.0 0.1 0.000
H -0.2702 1.4582 4.3044 -0.1 0.0 0.0 0.000
H 2.5896 1.5515 4.2339 0.0 0.0 0.0 0.000
H 2.9641 2.4541 2.7481 0.0 0.0 0.0 0.000
H 3.6961 0.8504 3.0228 0.0 0.0 0.0 0.000
H 1.3211 -0.7524 4.6216 0.0 0.1 0.0 0.000
H 1.5608 -1.9512 3.3247 -0.1 0.0 0.0 0.000
H -0.0733 -1.4063 3.7280 0.0 0.0 0.0 0.000
C -2.7416 -5.0955 -2.4739 0.0 0.0 0.0 0.000
C -2.0430 -4.3014 -1.3734 -0.1 0.0 -0.2 0.000
N -1.7941 -2.9060 -1.7309 -0.2 -0.1 -0.1 0.006
C -0.7783 -2.4571 -2.4568 -0.1 0.0 -0.1 0.008
S -0.5187 -0.7458 -2.5432 0.0 -0.1 0.3 0.036
N -0.0148 -3.3340 -3.0996 0.1 0.1 0.1 0.005
C 1.0860 -3.0386 -4.0147 0.0 -0.1 0.0 0.001
C 0.7366 -3.4243 -5.4436 0.0 0.0 0.0 0.000
H -2.9262 -6.1137 -2.1314 0.0 0.0 0.0 0.000
H -2.1499 -5.1535 -3.3892 0.0 0.0 0.0 0.000
H -3.6985 -4.6392 -2.7269 0.0 0.0 0.0 0.000
H -1.0985 -4.7683 -1.0822 0.0 0.0 0.1 0.000
H -2.6768 -4.2785 -0.4892 0.1 0.0 0.1 0.000
H -2.2945 -2.1932 -1.2250 0.1 0.0 0.1 0.000
H -0.2480 -4.3100 -2.9993 0.0 0.0 0.0 0.000
H 1.9612 -3.5948 -3.6760 0.0 0.0 0.0 0.000
H 1.3008 -1.9771 -3.9427 0.0 0.0 0.1 0.000
H 0.5514 -4.4969 -5.5275 0.0 0.0 0.0 0.000
H 1.5641 -3.1724 -6.1071 0.0 0.0 0.0 0.000
H -0.1530 -2.8901 -5.7791 0.0 0.0 0.0 0.000
C -2.9807 -2.4114 2.4257 0.0 0.0 0.1 0.000
O -1.9431 -2.1092 1.4825 0.0 0.2 0.0 -0.001
C -0.7827 -2.7762 1.5884 -0.2 0.2 -0.1 -0.002
S -0.4771 -3.9529 2.6807 -0.2 -0.2 -0.2 -0.006
S 0.3761 -2.3660 0.3574 1.0 0.2 0.2 -0.021
H -3.8536 -1.8623 2.0854 0.0 0.0 0.0 0.000
H -2.6917 -2.0909 3.4265 0.0 0.0 0.0 0.000
H -3.1772 -3.4811 2.4513 0.0 0.0 0.0 0.000

Entry 2:
75
Properties=species:S:1:pos:R:3:forces:R:3:lowdin_spin:R:1 method="wB97M-V/def2-TZVPD" gap_ha="0.1898 / 0.2209" spin_multiplicity=6 total_charge=+2 de_lowest_ev=3.5975 lumo_energy_ev="-5.76 / -7.96"
Ir -1.4391 -1.3262 -3.5553 -0.6 -3.1 3.2 1.183
C -0.6492 -2.2586 2.6958 0.3 -0.1 0.1 0.325
C 0.6768 -2.6312 2.3348 0.0 0.1 0.2 0.308
C 0.8123 -0.9581 3.9098 0.0 0.2 -0.1 0.322
C -0.5611 -1.2577 3.7065 -0.1 0.0 -0.2 0.332
C 1.5781 -1.8236 3.0821 -0.1 0.1 0.0 0.311
C -1.8947 -2.8074 2.1264 -0.4 0.0 -0.2 0.047
H -1.7979 -2.9638 1.0418 0.0 0.0 0.3 0.009
H -2.7396 -2.1268 2.2948 0.2 -0.2 0.0 0.002
H -2.1472 -3.7796 2.5812 0.1 0.2 -0.1 0.020
C -1.6855 -0.6037 4.3942 -0.3 -0.2 0.3 0.049
H -2.5806 -1.2340 4.3493 0.1 0.2 0.1 0.003
H -1.9229 0.3690 3.9359 0.1 -0.2 0.1 0.022
H -1.4373 -0.4209 5.4489 -0.1 0.0 -0.3 0.008
C 1.3231 0.1233 4.7683 0.4 -0.1 0.3 0.049
H 0.8177 0.1233 5.7429 0.1 0.1 -0.2 0.010
H 1.1584 1.1055 4.2986 -0.1 -0.2 0.1 0.020
H 2.3976 -0.0014 4.9314 -0.2 0.1 0.1 0.001
C 3.0528 -1.8523 3.0114 0.4 0.0 -0.2 0.045
H 3.4782 -2.3898 3.8739 -0.1 0.1 -0.2 0.019
H 3.4761 -0.8361 3.0233 -0.1 -0.3 0.1 0.009
H 3.3913 -2.3616 2.1003 0.0 0.1 0.3 0.001
C 1.0597 -3.6870 1.3733 -0.1 -0.3 -0.3 0.044
H 1.5281 -4.5351 1.8975 -0.1 0.2 -0.1 0.017
H 1.7860 -3.3248 0.6302 -0.1 -0.1 0.2 0.011
H 0.1814 -4.0651 0.8368 0.2 0.0 0.1 0.000
C -1.9803 0.4280 -4.0705 -0.8 2.0 -2.3 0.107
C -1.8396 -0.5533 -5.2370 -1.2 2.4 -2.1 0.193
C -0.5379 -0.5580 -5.9893 0.3 -0.1 -0.8 0.049
C 0.6800 -1.0008 -5.1174 0.2 -0.7 -0.8 0.059
C 0.4437 -1.0146 -3.6048 2.5 1.3 0.4 0.119
C 0.8416 0.2966 -2.9597 0.8 -0.6 -0.2 0.349
C 0.3668 1.5391 -3.6625 0.4 0.6 -0.5 0.035
C -1.1354 1.6800 -3.9747 0.0 0.4 0.6 0.023
H -0.4018 0.4306 -6.4458 0.2 0.0 0.2 0.010
H 1.5257 -0.3610 -5.3500 0.2 0.1 0.1 0.006
H -0.5938 -1.2569 -6.8334 -0.2 0.2 0.2 0.003
H -1.2325 2.2892 -4.8921 -0.2 -0.4 0.2 0.004
H -3.0282 0.6071 -3.8141 0.0 -0.1 -0.1 0.003
H -2.7704 -0.7402 -5.7664 0.1 -0.2 0.0 0.009
H -1.6065 2.2968 -3.1913 0.1 -0.2 -0.2 0.003
H 0.6282 2.4291 -3.0638 0.1 -0.2 -0.2 0.004
H 1.9636 0.2869 -3.0207 -0.8 -0.3 -0.5 0.009
H 0.9531 1.6490 -4.5993 -0.4 0.1 0.3 0.007
H 0.9772 -2.0111 -5.4178 -0.1 0.1 -0.1 0.007
H 0.9766 -1.8219 -3.0877 0.0 -0.2 -0.3 0.021
P -0.9690 0.8806 0.9155 -0.2 1.0 0.3 0.031
C -2.5001 1.1804 -0.0405 0.0 -0.3 0.0 0.006
C -1.8390 -2.5286 -2.0502 -0.5 -2.0 1.6 0.209
P 1.6795 1.1000 -0.9667 -1.3 0.5 -0.2 0.285
C 0.2474 1.8835 -0.0863 -0.1 0.3 0.9 0.030
C 2.4094 -0.3318 -0.1426 0.2 0.0 0.6 0.022
C 2.8698 2.4701 -0.9483 0.4 0.1 0.6 0.091
H -3.2337 1.6226 0.6501 0.1 -0.2 -0.4 0.001
H -2.8463 0.1855 -0.3606 -0.1 0.4 0.0 0.001
H -2.3386 1.8380 -0.9055 -0.1 -0.2 0.3 0.001
H -2.0557 -3.5723 -2.3757 0.1 0.6 0.2 0.018
H -2.7385 -2.1148 -1.5683 0.1 -0.2 0.1 0.020
H -0.9938 -2.5369 -1.3400 -0.3 0.0 -0.1 0.039
H 2.7018 3.1035 -1.8362 0.2 -0.2 0.4 0.006
H 3.8949 2.0675 -0.9354 -0.3 0.3 -0.1 0.002
H 2.6726 3.0386 -0.0251 0.4 0.1 -0.4 0.015
H 0.7203 2.5652 0.6560 -0.3 -0.4 -0.7 0.000
H -0.2911 2.5002 -0.8345 0.3 -0.3 0.4 0.004
H 3.0315 0.0069 0.6980 -0.2 -0.3 -0.1 0.004
H 3.0519 -0.8706 -0.8586 -0.2 0.3 0.1 0.004
H 1.6307 -1.0216 0.2098 0.2 0.2 -0.1 0.004
F -0.1503 5.0504 4.4115 -1.1 -1.2 -0.4 0.000
C -1.0926 4.0926 4.2141 -0.3 0.7 1.4 0.001
F -1.0131 3.1929 5.2250 0.0 0.5 -1.0 0.000
F -2.3146 4.6652 4.2598 1.3 -0.8 -0.5 0.000
S -0.6837 3.2830 2.5673 0.2 1.4 -0.2 0.001
O -0.9733 4.3151 1.5953 0.6 -1.2 0.8 0.000
O 0.6611 2.7630 2.7451 -0.6 0.5 0.0 0.002
O -1.6300 2.0809 2.3909 0.8 -0.5 -1.0 0.016

Entry 3:
84
Properties=species:S:1:pos:R:3:forces:R:3:mulliken_charge:R:1 method="wB97M-V/def2-TZVPD" gap_ha=0.2979 total_charge=+1 lumo_energy_ev=-3.61
C 4.5983 0.2834 -1.3125 -0.2 -0.4 0.1 -0.807
O 4.2926 0.1592 -2.6925 -0.1 0.3 0.4 -0.396
C 3.9694 1.3721 -3.3576 0.1 -0.6 -0.8 -0.551
C 2.5731 1.3099 -3.9743 -0.1 0.6 0.0 -0.901
C 1.4996 2.0105 -3.1476 0.5 -0.2 0.1 -0.983
C 1.2336 1.2887 -1.8241 -0.4 0.0 -0.4 0.838
C 0.1055 0.2561 -1.9363 0.5 1.1 -0.5 -0.712
N -1.0627 0.5406 -1.0529 0.5 -1.2 -1.0 1.362
C -2.2619 0.1130 -1.5503 0.5 -0.3 0.5 -0.905
N -2.9529 0.6654 -2.4943 0.1 -0.2 -0.2 0.145
C -2.5406 1.9230 -3.1341 0.4 0.6 0.3 -0.575
O -3.5395 2.4138 -3.9542 -0.7 -0.2 0.2 -0.401
C -4.7999 2.4429 -3.3440 -1.8 -1.3 -0.5 0.705
C -5.0692 3.4299 -2.2433 0.0 -0.4 -0.1 -0.700
O -5.6461 1.6586 -3.7319 1.7 1.3 0.5 -0.519
N -2.6656 -1.0139 -0.9254 -2.0 0.3 0.7 -0.004
F -4.0482 -1.0262 -0.7227 0.4 -0.4 -0.1 -0.287
C -1.7878 -1.4043 0.2520 1.3 1.2 -0.6 2.257
N -2.4446 -1.5424 1.5187 -0.6 -1.1 -0.6 -0.611
C -3.2087 -2.4915 1.7050 0.3 0.6 -0.3 0.692
S -4.1945 -3.6457 1.8907 -0.2 -0.4 0.3 -0.305
C -0.9927 -2.6849 -0.2438 0.3 0.3 0.5 -2.482
I -1.2120 -3.1114 -2.3927 0.0 0.1 0.2 0.121
C 0.4707 -2.8133 0.1760 0.2 -1.6 -1.1 0.388
C 1.1208 -4.0622 -0.4907 0.2 0.3 1.1 -1.713
I 0.6212 -3.2687 2.2882 -0.2 0.1 -0.1 0.192
C -1.0985 0.0218 0.3128 -0.9 1.2 1.8 -0.006
C -2.2094 0.9790 0.9657 -0.2 0.4 -0.2 -1.966
O -2.0913 2.2812 0.4213 0.3 -0.1 -0.1 -0.157
C -2.4900 3.2600 1.3607 -0.4 0.4 0.3 -0.966
P 0.3292 0.3834 1.4518 2.9 0.0 -0.6 -0.142
N 1.7083 -0.0030 0.8779 -0.5 -0.6 0.1 -0.430
O 0.0182 -0.2173 2.8704 -0.9 0.4 -0.3 -0.066
O 0.3151 1.9595 1.7392 -1.1 -0.2 -0.1 -0.556
H 4.1346 -0.5534 -0.7956 0.0 -0.2 0.1 0.126
H 4.1718 1.1791 -0.8722 0.0 0.3 0.0 0.449
H 5.6669 0.2401 -1.1210 0.2 0.2 -0.1 0.282
H 4.1013 2.2529 -2.7334 -0.1 0.0 0.3 0.328
H 4.6694 1.4743 -4.1838 0.3 0.0 0.0 0.424
H 2.6450 1.8065 -4.9376 -0.1 0.0 -0.3 0.507
H 2.3053 0.2733 -4.1646 0.1 -0.2 0.0 0.330
H 1.8529 3.0144 -2.9296 0.1 0.2 0.0 0.522
H 0.5978 2.1361 -3.7449 -0.2 0.0 0.0 0.184
H 0.9897 2.0532 -1.0940 -0.1 -0.1 0.4 0.041
H 2.1185 0.7558 -1.5118 0.2 0.2 0.3 -0.326
H 0.4713 -0.7587 -1.8411 -0.1 -0.2 0.4 -0.592
H -0.2577 0.3366 -2.9554 -0.3 -0.2 -0.2 1.125
H -3.8035 0.1780 -2.7550 -0.1 0.2 -0.4 0.456
H -2.2514 2.6132 -2.3399 -0.1 0.0 0.3 0.546
H -1.6606 1.7834 -3.7438 0.1 -0.3 -0.3 0.117
H -4.2852 3.4753 -1.4941 0.3 0.3 -0.1 0.072
H -5.9683 3.0894 -1.7521 -0.3 -0.1 0.1 0.341
H -5.2956 4.3970 -2.6773 0.3 0.3 0.0 0.320
H -1.4721 -3.5632 0.1717 -0.4 0.0 0.1 0.818
H 1.1059 -1.9922 -0.1216 -0.2 0.6 0.6 -0.060
H 0.4329 -4.8965 -0.5517 -0.2 -0.1 -0.3 0.364
H 1.6107 -3.8185 -1.4228 -0.3 0.0 -0.4 0.346
H 1.9134 -4.3805 0.1711 0.3 -0.2 -0.1 0.678
H -3.2247 0.6365 0.7628 0.0 -0.3 0.1 0.876
H -2.1041 1.0674 2.0428 0.0 -0.3 0.2 1.140
H -1.9121 3.2065 2.2801 0.2 -0.2 0.1 0.408
H -3.5475 3.1755 1.6144 -0.1 -0.1 0.0 0.348
H -2.3320 4.2459 0.9456 0.1 0.1 -0.4 0.271
H 2.2125 -0.6442 1.4793 0.3 0.0 -0.1 0.307
H -0.8583 0.0381 3.1947 0.0 -0.3 0.6 0.230
H 0.3395 2.4551 0.9124 0.1 0.3 0.0 0.379
C 4.6594 -3.3102 -2.7268 -0.1 0.0 0.1 -0.335
C 4.5104 -4.0766 -1.4934 0.1 -0.1 0.0 0.423
N 4.4061 -4.6813 -0.5225 -0.1 0.1 -0.1 -0.471
H 4.3907 -2.2682 -2.5542 0.0 0.0 -0.1 -0.144
H 5.6920 -3.3574 -3.0648 0.0 0.0 0.0 0.346
H 4.0137 -3.7243 -3.4990 0.0 0.0 0.0 0.283
C 1.0789 1.2155 5.4867 0.3 0.3 0.0 -0.251
C 1.8861 2.1184 6.3013 0.1 0.2 0.1 0.096
N 2.5210 2.8296 6.9426 -0.1 -0.1 -0.1 -0.377
H 0.0418 1.5352 5.4977 -0.1 0.0 0.0 0.323
H 1.4445 1.2209 4.4626 0.0 0.0 0.0 0.003
H 1.1419 0.2094 5.8802 0.0 -0.1 0.0 0.189
C -0.6968 -2.7944 7.3216 0.0 0.0 0.0 -0.941
C -0.9486 -1.6601 6.4421 -0.1 0.2 -0.1 0.457
N -1.1474 -0.7589 5.7574 -0.2 -0.3 0.0 -0.429
H 0.1248 -3.3897 6.9291 0.0 0.0 0.0 0.268
H -0.4361 -2.4376 8.3156 0.0 0.0 0.0 0.312
H -1.5885 -3.4138 7.3869 0.0 0.0 0.0 0.329

Entry 4:
71
Properties=species:S:1:pos:R:3:forces:R:3:mulliken_charge:R:1 method="wB97M-V/def2-TZVPD" gap_ha=0.1787 lumo_energy_ev=-1.98
C -3.6583 2.9465 -3.4389 -1.2 0.0 0.2 -0.828
C -4.1524 1.4791 -2.8520 -0.4 0.3 1.2 -0.550
C -3.0075 0.6793 -1.9908 -0.3 0.3 0.7 -0.304
C -1.5328 0.5964 -2.7008 -0.2 -0.2 -1.2 -0.189
C -0.5968 -0.6619 -2.2284 -0.2 0.2 -2.1 -0.740
Sb 0.0645 -0.6339 -0.1233 -0.9 1.1 -1.2 0.340
C -1.0952 -2.5147 0.3600 0.7 -1.9 -0.6 -0.861
C -0.2006 -3.6068 1.1903 -4.7 -1.5 2.6 0.686
N -0.9073 -4.4062 2.0987 2.8 3.1 -3.5 -0.841
C 1.0454 1.3455 -0.5895 0.5 1.2 0.1 -1.284
C -0.0067 2.4835 -0.0549 0.6 0.1 0.9 0.549
C 0.6854 3.9247 0.3479 -1.2 0.3 0.2 -0.659
C -0.2277 4.5070 1.6225 -0.5 0.8 1.1 0.257
C -1.6444 5.2490 1.2597 1.3 -0.5 4.6 -0.270
C -2.5614 5.7719 2.5364 3.8 -2.1 0.3 -0.388
C -2.0097 5.4970 4.0838 1.9 -0.9 -2.6 -0.342
C -0.5419 4.7580 4.3985 -1.1 0.2 -4.5 -0.418
C 0.3744 4.2337 3.1270 -4.4 2.3 -0.5 -0.251
C 0.6638 -0.3093 1.9643 0.1 -0.5 4.6 -0.153
C 1.8113 -1.2494 2.5996 6.2 2.3 -1.0 0.335
O 3.1073 -0.9366 2.3162 -7.4 -2.2 1.5 -0.611
O 1.6390 -2.3934 3.5293 2.5 1.0 -2.1 -0.309
C 2.9394 -3.1036 3.6772 4.4 0.2 4.9 0.622
C 3.4876 -4.1311 2.4878 -0.4 1.3 -0.5 -0.406
O 3.6938 -2.9776 4.7865 -5.6 -0.7 -7.3 -0.562
C 1.8673 -1.7452 -0.7112 2.3 -1.7 -1.5 -0.971
C 1.6056 -2.9827 -1.8043 1.4 -0.2 -0.1 1.617
C 2.2548 -4.4302 -1.2730 -1.3 -0.1 0.4 -1.628
C 2.4606 -2.6171 -3.1745 0.8 -0.1 0.9 -1.208
H -4.3643 3.7870 -2.9689 1.6 -1.8 -1.1 0.268
H -2.5639 3.2360 -3.1403 -2.1 -0.8 -0.8 0.245
H -3.8647 2.9317 -4.5931 0.8 0.3 2.2 0.208
H -5.0246 1.7337 -2.0772 1.8 -0.8 -1.7 0.280
H -4.6460 0.7869 -3.6614 1.2 1.5 1.3 0.337
H -3.4164 -0.4158 -1.7524 1.0 2.3 -0.6 0.173
H -2.9494 1.2347 -0.9358 0.1 -1.3 -2.3 0.103
H -0.9162 1.6177 -2.6561 -1.5 -2.3 0.2 0.114
H -1.7400 0.4318 -3.8653 0.4 0.4 2.3 0.334
H -1.1685 -1.6614 -2.4410 0.9 1.7 0.1 0.220
H 0.3889 -0.6185 -2.8975 -2.1 -0.2 1.2 -0.033
H -1.4301 0.2306 0.2569 0.2 -0.1 0.3 -0.118
H -2.1313 -2.2478 0.8413 2.1 -0.7 -0.5 0.525
H -1.3529 -3.0023 -0.6991 0.6 0.9 2.1 0.169
H 0.9694 -3.7091 1.0959 -2.6 0.2 0.2 -0.192
H -1.9340 -4.1333 2.0501 1.7 -0.2 -0.2 0.280
H 2.0780 1.4280 -0.0122 -2.1 -0.1 -1.0 0.363
H 1.2994 1.3965 -1.7302 -0.6 0.1 2.0 0.385
H -0.8947 2.7219 -0.7786 1.7 -0.7 1.3 -0.266
H -0.5033 2.0771 0.9499 1.0 0.8 -2.2 0.142
H 1.8240 3.8264 0.6286 -2.4 0.1 -0.4 0.345
H 0.5921 4.6374 -0.5985 0.3 -1.3 2.2 0.315
H -1.9875 5.3934 0.1251 0.9 -0.4 2.9 0.261
H -3.5867 6.3273 2.3019 2.5 -1.4 0.8 0.260
H -2.6868 5.8497 4.9947 1.7 -0.8 -2.2 0.261
H -0.1299 4.5694 5.4798 -1.2 0.5 -2.3 0.278
H 1.4236 3.6822 3.2642 -2.7 1.4 -0.3 0.263
H -0.3136 -0.4211 2.6406 2.0 0.1 -1.5 0.421
H 1.0010 0.8247 2.1151 -0.4 -2.7 -0.4 0.004
H 4.5310 -4.5920 2.7749 -2.4 0.9 -0.2 0.316
H 2.6792 -4.9236 2.1768 1.6 1.4 0.9 0.207
H 3.6792 -3.4545 1.5352 -0.4 -1.2 2.0 0.122
H 2.5107 -2.2221 0.1310 -1.1 1.1 -1.3 -0.278
H 2.5819 -0.9744 -1.2776 -1.5 -1.6 1.3 0.421
H 0.4748 -3.2078 -1.9870 1.9 0.9 0.1 0.097
H 2.7093 -4.3629 -0.1974 -0.6 -0.2 -2.4 -0.128
H 2.9769 -4.8526 -2.0920 -0.8 0.7 1.8 0.491
H 1.3600 -5.2168 -1.1968 2.7 2.3 1.8 0.401
H 3.6059 -2.7710 -2.8733 -2.4 0.4 -0.6 0.387
H 2.3661 -1.4793 -3.4571 -0.1 -2.5 0.3 0.313
H 2.2692 -3.3561 -4.0666 0.1 1.5 1.4 0.129
K 0.7274 -5.8731 -2.8508 -1.1 -0.7 -2.1 0.943